Arrangement A

Density functional theory data (wB97M-V/def2-TZVPD) for a structure of composition C6H8O2.

As for the charge: 0. As for the highest occupied orbital energy: -9.3 eV. The value obtained for the HOMO-LUMO gap is 0.36523 Eh.

```
16
C6H8O2 | the OMol25 dataset | wB97M-V/def2-TZVPD
C -1.371 -0.165 0.512
C -0.445 -0.677 -0.574
C 0.945 -1.092 -0.230
C 1.335 -0.136 1.029
C 1.076 0.853 -0.100
C -0.434 0.924 -0.184
H -2.907 0.873 -0.692
H -1.663 -0.287 1.623
H -1.212 -1.002 -1.461
H 1.372 -1.962 -0.541
H 2.300 -0.194 1.394
H 0.497 -0.289 1.705
H 1.604 1.755 -0.159
H -0.306 1.627 -1.116
O -2.584 -0.174 -0.249
O 1.793 -0.053 -0.956
```

***

Arrangement B

Density functional theory data (wB97M-V/def2-TZVPD) for a structure of composition C6H8O2.

As for the charge: 0. As for the highest occupied orbital energy: -9.3 eV. The value obtained for the HOMO-LUMO gap is 0.35964 Eh.

```
16
C6H8O2 | the OMol25 dataset | wB97M-V/def2-TZVPD
C -0.522 0.799 -0.230
C 0.996 0.812 -0.504
C 1.145 -0.604 -0.539
C -0.026 -1.274 0.161
C -0.522 -0.051 1.144
C -1.043 -0.592 -0.600
H -2.025 1.576 -0.150
H 1.558 1.258 0.658
H 1.825 1.405 -1.552
H 2.059 -1.131 0.165
H 1.513 -0.893 -1.389
H -0.049 -2.188 0.482
H 0.310 0.188 1.878
H -1.674 -0.336 1.321
O -1.203 1.930 -0.165
O -2.342 -0.898 -0.682
```

***

arrangement B ends up most stable, edging out the next structure by 17.4 kJ/mol.

***

Arrangement A

Density functional theory data (wB97M-V/def2-TZVPD) for a structure of composition C8H15F6N3O2S4Sb2Ti.

As for the charge: 0. As for the highest occupied orbital energy: -7.6 eV. The value obtained for the HOMO-LUMO gap is 0.26214 Eh.

```
41
C8H15F6N3O2S4Sb2Ti | the OMol25 dataset | wB97M-V/def2-TZVPD
Ti -0.471 -1.052 0.447
S -3.332 -3.246 -2.391
Sb -2.880 -3.110 -0.197
S -0.345 -3.232 0.084
S -2.622 -0.610 0.204
F 1.031 -1.371 2.157
Sb 0.113 -1.583 3.871
F -1.358 -1.554 2.617
F 0.243 -3.436 3.721
F -1.043 -1.690 5.333
F 1.724 -1.475 4.808
F -0.003 0.313 3.916
C 0.428 4.110 2.851
N 0.530 2.876 2.107
C 1.760 2.406 1.486
C 1.287 1.103 0.863
O 1.934 0.266 0.266
N -0.050 0.970 1.102
C -0.454 2.012 1.834
N -1.718 2.145 2.204
H 1.342 4.252 3.426
H -0.394 4.059 3.563
H 0.282 4.970 2.195
H 2.542 2.219 2.223
H 2.131 3.099 0.728
H -2.331 1.361 2.018
H -2.005 2.846 2.862
O -0.129 -0.576 -1.466
S 0.914 -1.335 -2.332
C 1.170 -0.149 -3.672
C 0.045 -0.395 -4.670
C -0.051 -1.913 -4.788
C -0.077 -2.450 -3.359
H 2.154 -0.364 -4.095
H 1.184 0.835 -3.208
H 0.255 0.086 -5.626
H -0.889 0.011 -4.278
H 0.816 -2.299 -5.329
H -0.948 -2.235 -5.316
H 0.297 -3.463 -3.237
H -1.080 -2.400 -2.922
```

***

Arrangement B

Density functional theory data (wB97M-V/def2-TZVPD) for a structure of composition C8H15F6N3O2S4Sb2Ti.

As for the charge: 0. As for the highest occupied orbital energy (spin up / spin down): -7.5 / -7.5 eV. The value obtained for the HOMO-LUMO gap (spin up / spin down) is 0.27313 / 0.27310 Eh.

```
41
C8H15F6N3O2S4Sb2Ti | the OMol25 dataset | wB97M-V/def2-TZVPD
Ti -0.178 0.438 1.307
S -4.610 0.434 1.233
Sb -2.983 1.326 -0.025
S -1.276 2.285 1.616
S -1.249 -0.490 -0.385
F 1.395 0.616 2.897
Sb 2.649 -0.870 2.844
F 1.518 -1.838 3.999
F 1.477 -1.327 1.379
F 3.721 -2.375 2.574
F 3.726 0.130 1.657
F 3.592 -0.167 4.295
C 5.444 3.693 -0.309
N 4.157 3.183 0.103
C 3.434 2.104 -0.541
C 2.229 2.014 0.368
O 1.355 1.140 0.193
N 2.255 2.944 1.316
C 3.410 3.603 1.131
N 3.762 4.606 1.933
H 5.966 2.917 -0.864
H 6.055 3.932 0.562
H 5.352 4.577 -0.943
H 3.991 1.167 -0.529
H 3.138 2.350 -1.563
H 3.160 4.805 2.713
H 4.625 5.104 1.831
O -0.925 -0.709 2.740
S -1.162 -2.237 2.745
C -2.927 -2.392 2.465
C -3.578 -1.934 3.760
C -2.810 -2.644 4.873
C -1.318 -2.568 4.523
H -3.097 -3.453 2.258
H -3.184 -1.793 1.592
H -4.641 -2.173 3.764
H -3.487 -0.850 3.832
H -3.120 -3.689 4.928
H -2.992 -2.196 5.849
H -0.757 -3.475 4.744
H -0.797 -1.729 4.979
```

***

arrangement B ends up most stable, edging out the next structure by 67.2 kJ/mol.

***

Arrangement A

Density functional theory data (wB97M-V/def2-TZVPD) for the molecule C17H22N2O4.

As for the charge: 0. Its structure (SMILES) is Cc1c(O)ccc2c(CN3CCN(CCO)CC3)cc(=O)oc12. As for the highest occupied orbital energy: -8.2 eV. The value obtained for the HOMO-LUMO gap is 0.31039 Eh.

```
45
C17H22N2O4 | the OMol25 dataset | wB97M-V/def2-TZVPD
C -5.238 -0.623 -0.613
C -4.022 0.156 -0.218
C -4.050 1.542 -0.091
O -5.216 2.191 -0.337
C -2.897 2.242 0.278
C -1.721 1.580 0.530
C -1.656 0.188 0.419
C -0.468 -0.587 0.674
C 0.798 0.088 1.124
N 1.212 1.125 0.189
C 2.321 1.932 0.661
C 3.675 1.217 0.582
N 3.905 0.808 -0.793
C 5.249 0.355 -1.074
C 5.727 -0.930 -0.368
O 5.923 -0.783 1.019
C 2.857 -0.090 -1.239
C 1.509 0.636 -1.145
C -0.522 -1.928 0.523
C -1.728 -2.623 0.117
O -1.824 -3.815 -0.044
O -2.836 -1.852 -0.099
C -2.818 -0.506 0.040
H -4.990 -1.323 -1.407
H -6.021 0.051 -0.945
H -5.601 -1.202 0.234
H -5.091 3.141 -0.224
H -2.941 3.320 0.365
H -0.832 2.127 0.794
H 1.565 -0.684 1.290
H 0.606 0.578 2.085
H 2.124 2.246 1.689
H 2.360 2.820 0.023
H 4.465 1.913 0.875
H 3.692 0.365 1.280
H 5.317 0.190 -2.153
H 5.929 1.174 -0.812
H 4.986 -1.723 -0.477
H 6.658 -1.263 -0.851
H 6.570 -0.085 1.169
H 3.049 -0.364 -2.279
H 2.814 -1.018 -0.642
H 0.704 -0.025 -1.470
H 1.535 1.507 -1.806
H 0.334 -2.560 0.700
```

***

Arrangement B

Density functional theory data (wB97M-V/def2-TZVPD) for the molecule C17H22N2O4.

As for the charge: 0. Its structure (SMILES) is COc1ccc(/C=C/C(=O)ONC2=NCCCCC2)cc1OC. As for the highest occupied orbital energy: -8.0 eV. The value obtained for the HOMO-LUMO gap is 0.29976 Eh.

```
45
C17H22N2O4 | the OMol25 dataset | wB97M-V/def2-TZVPD
C -7.187 -1.411 0.883
O -6.463 -0.296 0.424
C -5.141 -0.442 0.165
C -4.417 -1.616 0.314
C -3.066 -1.660 0.022
C -2.398 -0.528 -0.436
C -0.992 -0.514 -0.767
C -0.107 -1.502 -0.563
C 1.301 -1.385 -0.916
O 2.174 -2.158 -0.596
O 1.556 -0.308 -1.714
N 2.918 -0.075 -1.953
C 3.623 0.426 -0.866
N 2.977 0.901 0.110
C 3.661 1.456 1.245
C 4.483 0.417 2.017
C 5.842 0.115 1.387
C 5.752 -0.544 0.012
C 5.120 0.372 -1.042
C -3.131 0.660 -0.592
C -4.476 0.721 -0.296
O -5.257 1.829 -0.412
C -4.660 3.024 -0.852
H -7.180 -2.225 0.151
H -8.208 -1.060 1.020
H -6.799 -1.778 1.839
H -4.905 -2.513 0.662
H -2.536 -2.590 0.144
H -0.623 0.400 -1.214
H -0.365 -2.434 -0.084
H 3.342 -0.905 -2.364
H 2.877 1.852 1.899
H 4.311 2.291 0.947
H 3.897 -0.502 2.084
H 4.645 0.790 3.031
H 6.395 -0.549 2.056
H 6.413 1.045 1.302
H 5.167 -1.464 0.086
H 6.760 -0.812 -0.313
H 5.359 0.016 -2.046
H 5.523 1.383 -0.936
H -2.611 1.535 -0.946
H -4.253 2.923 -1.864
H -5.457 3.765 -0.857
H -3.866 3.352 -0.173
```

***

arrangement A ends up most stable, edging out the next structure by 206.1 kJ/mol.

***

Arrangement A

Density functional theory data (wB97M-V/def2-TZVPD) for the molecule C5H6N2.

As for the charge: 0. Its structure (SMILES) is C=C/C(C#N)=C/N. As for the highest occupied orbital energy: -8.1 eV. The value obtained for the HOMO-LUMO gap is 0.31549 Eh.

```
13
C5H6N2 | the OMol25 dataset | wB97M-V/def2-TZVPD
C -1.094 -1.907 0.669
C -1.110 -0.586 0.830
C -0.317 0.429 0.182
C -0.662 1.776 0.304
N -0.834 2.930 0.150
C 0.856 0.094 -0.478
N 1.755 0.931 -1.060
H -1.664 -2.534 1.234
H -0.336 -2.454 -0.032
H -2.055 -0.304 1.334
H 1.351 -0.863 -0.363
H 1.564 1.921 -1.234
H 2.546 0.567 -1.534
```

***

Arrangement B

Density functional theory data (wB97M-V/def2-TZVPD) for the molecule C5H6N2.

As for the charge: 0. Its structure (SMILES) is C[C@H]1c2cncn21. As for the highest occupied orbital energy: -8.8 eV. The value obtained for the HOMO-LUMO gap is 0.35448 Eh.

```
13
C5H6N2 | the OMol25 dataset | wB97M-V/def2-TZVPD
C 0.090 0.226 -2.039
C 0.494 -0.356 -0.738
C 0.586 0.449 0.539
C 0.561 0.637 1.914
N -0.530 0.009 2.457
C -1.143 -0.614 1.462
N -0.554 -0.315 0.248
H 0.467 -0.511 -2.833
H 0.749 1.067 -2.351
H -1.026 0.388 -2.090
H 1.214 -1.131 -0.696
H 1.022 1.398 2.421
H -1.932 -1.245 1.707
```

***

arrangement A ends up most stable, edging out the next structure by 204.0 kJ/mol.